Arrangement w

# C3H7NO2

The ion C3H7NO2 with charge +1 (ωB97M-V/def2-TZVPD, the Open Molecules 2025 dataset).

- frontier orbital gap (spin up / spin down) (eV) = 10.524 / 5.038
- charge = +1
- multiplicity = 2
- HOMO level (spin up / spin down) (eV) = -15.3 / -15.0
- LUMO (spin up / spin down) (eV) = -4.8 / -10.0

Cartesian coordinates (Å):
O  -2.3568  -1.2707  2.1860
O  1.6343  0.1626  -1.8258
N  -0.9001  0.0961  0.8733
C  -0.4223  0.3212  -0.5175
C  1.1121  0.5694  -0.5247
C  -1.3672  -1.0598  1.4662
H  1.5468  1.6154  -0.5447
H  -0.9158  1.1532  -1.0927
H  2.5252  -0.1116  -1.4680
H  -0.7395  -1.8298  1.0069
H  1.6759  -0.0379  0.3964
H  -1.3479  0.9506  1.1849
H  -0.4448  -0.5590  -1.1402

***

Arrangement x

# C3H7NO2

The ion C3H7NO2 with charge +1 (ωB97M-V/def2-TZVPD, the Open Molecules 2025 dataset).

- frontier orbital gap (spin up / spin down) (eV) = 12.556 / 7.708
- charge = +1
- multiplicity = 2
- HOMO level (spin up / spin down) (eV) = -15.8 / -15.8
- LUMO (spin up / spin down) (eV) = -3.3 / -8.1

Cartesian coordinates (Å):
O  -0.7714  1.8084  1.9155
O  -1.8405  -0.0902  1.3349
N  0.1482  -0.7567  -0.3069
C  -0.0268  0.6100  -0.0059
C  -1.0477  0.7839  1.1218
C  1.0666  -1.1784  -1.3477
H  -0.4232  1.1072  -0.9084
H  -1.1754  1.6165  2.7844
H  -0.6756  -1.3150  -0.0506
H  0.8790  1.1741  0.2365
H  1.3960  -0.2905  -1.8794
H  1.9356  -1.6335  -0.8688
H  0.5353  -1.8358  -2.0255

***

The winner here is arrangement x, beating the second structure by 0.1120 hartree.

***

Arrangement w

# C17H41AsCoN6Se

A structure of composition C17H41AsCoN6Se (ωB97M-V/def2-TZVPD, the Open Molecules 2025 dataset).

- frontier orbital gap (spin up / spin down) (eV) = 7.284 / 7.977
- charge = +2
- multiplicity = 2
- HOMO level (spin up / spin down) (eV) = -12.7 / -12.7
- LUMO (spin up / spin down) (eV) = -5.5 / -4.8

Cartesian coordinates (Å):
Se  0.9034  -0.2183  2.7005
As  -2.2826  1.4497  -0.7277
Co  -0.4120  0.0309  -1.1832
N  2.2197  -2.3977  4.0624
N  1.1050  1.4622  -0.9903
N  1.0782  -1.1898  -1.7216
N  -0.8808  0.0438  -3.2375
N  -0.9574  -1.4769  0.0956
N  3.5740  -0.7713  3.6495
C  2.3325  0.6711  -0.7316
C  -0.2495  -2.7062  -0.3189
C  3.4494  -2.7528  4.5834
C  4.2940  -1.7362  4.3281
C  -1.6146  3.5950  -2.5513
C  0.7690  -1.7208  -3.0750
C  -2.0487  3.3398  -1.1132
C  1.1461  -2.2885  -0.7232
C  2.3640  -0.4391  -1.7509
C  4.1221  0.5204  3.2600
C  2.3017  -1.1847  3.4829
C  0.2369  -0.6085  -3.9565
C  1.0208  -3.2166  4.1719
C  -2.0971  1.9077  2.1261
C  -3.7655  0.9305  -1.8881
C  -3.0672  1.4441  1.0480
C  -5.0808  1.6497  -1.6105
H  1.6556  -2.1875  -3.5130
H  -5.8344  1.3494  -2.3377
H  -2.3675  3.2590  -3.2672
H  -0.5494  -1.1755  0.9951
H  0.0122  -2.4992  -2.9734
H  1.0005  -3.6764  5.1565
H  4.9322  0.3769  2.5472
H  1.0217  -3.9931  3.4079
H  -1.3221  3.7292  -0.3983
H  1.7225  -3.1297  -1.1186
H  -5.4700  1.4116  -0.6217
H  4.4978  1.0352  4.1415
H  -0.2011  -3.4386  0.4887
H  2.4870  -0.0155  -2.7473
H  -0.0625  -0.9991  -4.9296
H  3.6017  -3.6863  5.0947
H  5.3324  -1.6029  4.5734
H  -3.4409  1.1157  -2.9145
H  0.9971  0.1499  -4.1383
H  -1.4637  4.6591  -2.7284
H  -2.9973  3.8331  -0.8977
H  -1.9416  -1.6535  0.2675
H  -0.6735  3.0919  -2.7871
H  0.9390  2.0982  -0.2151
H  -4.9754  2.7326  -1.6830
H  -2.5803  1.8939  3.1023
H  3.3245  1.1076  2.8151
H  1.6626  -1.8994  0.1564
H  -1.2194  1.2629  2.1917
H  -3.9404  2.0965  0.9989
H  3.2376  1.2781  -0.7902
H  -1.0808  0.9525  -3.6446
H  2.2497  0.2824  0.2855
H  -1.7546  2.9281  1.9506
H  0.1530  -2.5749  4.0518
H  -1.7322  -0.4977  -3.3643
H  3.2038  -1.1200  -1.5917
H  -3.8827  -0.1513  -1.7818
H  -0.7947  -3.1652  -1.1433
H  1.2345  2.0478  -1.8107
H  -3.4413  0.4367  1.2436

***

Arrangement x

# C17H41AsCoN6Se

A structure of composition C17H41AsCoN6Se (ωB97M-V/def2-TZVPD, the Open Molecules 2025 dataset).

- frontier orbital gap (spin up / spin down) (eV) = 6.669 / 7.685
- charge = +2
- multiplicity = 2
- HOMO level (spin up / spin down) (eV) = -12.7 / -12.7
- LUMO (spin up / spin down) (eV) = -6.0 / -5.0

Cartesian coordinates (Å):
Se  0.4000  -0.1085  3.4378
As  -2.2368  -1.4692  -0.6939
Co  -0.2541  -0.0964  -0.7869
N  1.6983  0.8857  -0.9212
N  -0.7515  1.8164  0.0591
N  2.9623  0.2401  4.6979
N  1.7589  2.0278  4.8133
N  -0.1416  0.1847  -2.9061
N  0.9340  -1.5354  0.1967
C  3.7093  1.1904  5.3700
C  0.9558  1.1113  -3.2535
C  2.1228  0.8267  -2.3336
C  0.6476  2.9618  4.7354
C  0.5035  2.3642  0.6160
C  3.4067  -1.1184  4.4397
C  -2.3776  -2.8395  0.6878
C  1.5609  2.2840  -0.4593
C  2.9593  2.3037  5.4438
C  2.6372  0.1420  -0.0522
C  -3.9781  -0.5980  -0.6278
C  2.3600  -1.3437  -0.1199
C  1.7632  0.7590  4.3491
C  -4.0971  0.5206  -1.6608
C  -2.2881  -2.5009  -2.3584
C  -2.3712  -2.2634  2.1009
C  -3.3587  -3.5871  -2.4088
H  -3.1797  -4.3641  -1.6670
H  -1.0046  0.4971  -3.3408
H  4.6959  0.9877  5.7486
H  2.5523  -1.7435  -1.1153
H  2.4767  0.4722  0.9761
H  1.2683  2.9127  -1.3022
H  0.6674  -2.5067  0.0722
H  0.9390  3.8453  4.1685
H  0.5947  2.1307  -3.1216
H  3.0101  -1.8736  0.5774
H  3.6750  0.3581  -0.3235
H  2.4948  -0.1784  -2.5388
H  -4.7396  -1.3619  -0.7814
H  0.7843  -1.3169  1.1907
H  -3.3573  -4.0619  -3.3892
H  3.9185  -1.5040  5.3185
H  1.2680  1.0086  -4.2926
H  -5.0623  1.0173  -1.5765
H  4.0918  -1.1447  3.5920
H  -4.1038  -0.2107  0.3837
H  -3.3070  -3.3736  0.4929
H  3.1632  3.2568  5.8999
H  -1.4538  1.7505  0.7903
H  2.5407  -1.7369  4.2275
H  0.3909  3.3942  0.9588
H  -3.2092  -1.5836  2.2590
H  -1.2933  -2.9341  -2.4900
H  -1.1232  2.4585  -0.6357
H  0.0484  -0.7302  -3.3071
H  -2.4580  -3.0643  2.8338
H  -2.4364  -1.7816  -3.1673
H  2.5161  2.6650  -0.0874
H  -0.1884  2.4688  4.2500
H  -3.3196  1.2752  -1.5171
H  -1.5600  -3.5489  0.5449
H  2.9433  1.5234  -2.5299
H  0.3511  3.2650  5.7377
H  -4.3560  -3.1779  -2.2452
H  0.7728  1.7355  1.4659
H  -1.4522  -1.7183  2.3159
H  -4.0154  0.1345  -2.6785

***

The winner here is arrangement w, beating the second structure by 0.0102 hartree.

***

Arrangement w

# C9H24BrN3O3

A cluster of 4 separate species, C9H24BrN3O3 in total (ωB97M-V/def2-TZVPD, the Open Molecules 2025 dataset).

- frontier orbital gap (eV) = 8.813
- charge = +2
- multiplicity = 1
- HOMO level (eV) = -14.2
- LUMO (eV) = -5.4

Cartesian coordinates (Å):
Br  0.2922  0.5356  -0.8749
O  -5.5440  0.9383  -2.3149
O  3.7955  -0.9094  -0.3415
O  -0.9837  -3.4773  0.0251
N  3.7539  1.3577  -0.8035
N  0.0846  -1.9030  1.3125
N  -5.0357  1.2020  -0.0641
C  1.3007  -3.0818  -0.5874
C  5.8490  0.2894  0.1180
C  -4.6606  0.9169  -1.5420
C  3.3165  2.2762  0.3059
C  0.0394  -2.9058  0.1673
C  4.4355  0.0801  -0.2898
C  -3.2062  0.7855  -1.7768
C  -0.4795  -2.4466  2.5886
C  -5.8542  2.4193  0.1129
H  4.3148  1.8204  -1.5244
H  6.4053  0.7465  -0.7015
H  2.1636  -3.0359  0.0824
H  -3.0134  0.2724  -2.7118
H  -2.6654  0.2835  -0.9753
H  4.1964  2.7307  0.7482
H  -4.1539  1.2893  0.4499
H  2.7274  3.0403  -0.1935
H  2.7074  1.7004  0.9903
H  2.9188  1.0197  -1.3256
H  -2.8372  1.8163  -1.8329
H  -5.4948  0.3859  0.3546
H  6.3126  -0.6625  0.3596
H  -1.5467  -2.2731  2.6008
H  -0.2024  -3.4899  2.6795
H  5.8846  0.9276  1.0034
H  1.4309  -2.2823  -1.3164
H  -0.3521  -1.0211  0.9812
H  1.0387  -1.5760  1.4796
H  -6.8293  2.3053  -0.3509
H  1.2594  -4.0593  -1.0575
H  -5.9767  2.6062  1.1770
H  -0.0179  -1.8952  3.4050
H  -5.3733  3.2736  -0.3574

***

Arrangement x

# C9H24BrN3O3

A cluster of 4 separate species, C9H24BrN3O3 in total (ωB97M-V/def2-TZVPD, the Open Molecules 2025 dataset).

- frontier orbital gap (eV) = 9.088
- charge = +2
- multiplicity = 1
- HOMO level (eV) = -14.6
- LUMO (eV) = -5.5

Cartesian coordinates (Å):
Br  -5.9569  11.4465  -22.0329
O  -10.2251  13.4065  -21.2716
O  -7.8413  11.7271  -26.0919
O  -2.7585  8.2773  -20.1354
N  -8.6367  12.2448  -19.9892
N  -6.7657  13.3779  -24.6990
N  -2.9689  9.1177  -22.3510
C  -0.9961  7.5378  -21.6364
C  -2.3185  8.2832  -21.2731
C  -2.0297  10.3040  -22.6715
C  -5.3643  13.9801  -25.0431
C  -7.5709  12.9040  -25.9516
C  -8.3375  14.0128  -26.6694
C  -9.9944  12.3707  -20.7236
C  -10.9582  11.1544  -20.6480
C  -8.1152  13.4588  -19.1958
H  -7.8312  14.8627  -27.1271
H  -2.4402  10.8770  -23.5029
H  -11.2337  10.8870  -19.6278
H  -1.8353  11.0109  -21.8649
H  -3.3280  8.5765  -23.1245
H  -3.8524  9.4472  -21.9890
H  -8.8707  13.4623  -27.4445
H  -7.9598  12.0101  -20.7011
H  -8.7746  13.4083  -18.3293
H  -8.7006  11.4528  -19.3656
H  -4.9258  14.2979  -24.0972
H  -1.0454  9.9264  -22.9483
H  -0.1045  8.0328  -21.2515
H  -6.6534  12.5961  -24.0696
H  -8.2976  14.4181  -19.6801
H  -0.8691  7.1399  -22.6432
H  -10.5443  10.2753  -21.1419
H  -9.1419  14.3784  -26.0312
H  -11.8140  11.5638  -21.1848
H  -1.1682  6.6862  -20.9782
H  -7.0580  13.2833  -18.9968
H  -7.2872  13.9867  -24.0846
H  -5.6343  14.8711  -25.6100
H  -4.8576  13.2453  -25.6687

***

The winner here is arrangement w, beating the second structure by 0.0323 hartree.

***

Arrangement w

# C2H14NO3

A cluster of 4 separate species, C2H14NO3 in total (ωB97M-V/def2-TZVPD, the Open Molecules 2025 dataset).

- frontier orbital gap (eV) = 10.700
- charge = +1
- multiplicity = 1
- HOMO level (eV) = -13.9
- LUMO (eV) = -3.2

Cartesian coordinates (Å):
O  1.6223  -3.6910  0.4362
O  0.1036  -0.0941  -3.1020
O  -0.9111  -0.0608  3.1250
N  -0.3862  1.3623  -0.7067
C  -1.4688  1.3867  0.3258
C  0.9335  1.6903  -0.1557
H  0.8565  0.9387  0.7150
H  -0.4894  1.7201  -1.6677
H  -1.3425  0.5204  0.9599
H  0.3868  -0.6828  -3.8269
H  1.6954  1.3011  -0.8757
H  -0.4580  0.3422  -0.8422
H  -0.4830  -0.7555  3.7681
H  1.2592  2.5845  0.3822
H  -1.3808  2.0846  1.1887
H  -1.8424  -0.0305  3.4935
H  -0.4414  0.5041  -3.6677
H  -2.5108  1.5239  0.0641
H  1.9833  -3.0823  -0.2107
H  2.1512  -4.3647  0.8868

***

Arrangement x

# C2H14NO3

A cluster of 4 separate species, C2H14NO3 in total (ωB97M-V/def2-TZVPD, the Open Molecules 2025 dataset).

- frontier orbital gap (eV) = 12.033
- charge = +1
- multiplicity = 1
- HOMO level (eV) = -15.1
- LUMO (eV) = -3.1

Cartesian coordinates (Å):
O  -1.7785  0.9222  1.3799
O  -2.8531  -1.6427  -0.3990
O  -0.3492  1.9777  -0.8646
N  0.6639  -0.3419  -0.0532
C  3.2072  -0.2459  0.2338
C  2.0720  -0.9629  -0.4839
H  -2.9715  -1.5710  0.5541
H  0.7364  0.0096  0.9005
H  0.4698  0.5115  -0.6198
H  4.1264  -0.7572  -0.0057
H  -0.2206  2.8076  -1.3485
H  -0.0499  -1.0643  -0.0913
H  3.1211  0.0246  1.2739
H  1.9526  -0.7557  -1.5452
H  3.2818  0.6997  -0.3414
H  -2.4826  0.3154  1.6180
H  -0.7609  2.2897  -0.0507
H  -2.9425  -2.5893  -0.5851
H  -2.2811  1.7538  1.2959
H  2.0107  -2.0204  -0.2506

***

The winner here is arrangement x, beating the second structure by 0.0670 hartree.